35
Properties=species:S:1:pos:R:3 method="wB97M-V/def2-TZVPD" de_lowest_kcal_mol=26.5 orbital_gap_ev="5.36 / 5.36" max_force_ha_per_bohr=0.04643 lumo_energy_ha="-0.2114 / -0.2114" charge=+1 e_homo_ev="-11.11 / -11.11"
Au 0.172 -0.278 -0.224
C -1.369 3.913 -0.092
C -1.165 2.439 -0.162
N 0.019 1.917 -0.191
N 1.119 2.632 -0.105
C 2.280 2.037 -0.157
N 3.378 2.758 0.051
S 2.544 0.342 -0.488
C -2.295 1.524 -0.157
C -3.613 1.976 -0.044
C -4.646 1.058 0.030
C -4.350 -0.296 -0.025
C -3.024 -0.670 -0.177
N -2.038 0.207 -0.238
H -0.402 4.409 -0.083
H -1.914 4.177 0.812
H -1.942 4.256 -0.952
H 3.307 3.737 0.274
H 4.283 2.321 -0.013
H -3.824 3.032 -0.016
H -5.668 1.394 0.133
H -5.124 -1.044 0.040
H -2.740 -1.710 -0.256
Cl -0.058 -0.241 2.507
C -0.011 -1.922 2.894
C 0.003 -2.232 4.240
C 0.019 -3.557 4.653
C 0.017 -4.572 3.716
C 0.011 -4.268 2.364
Cl 0.013 -5.541 1.224
C 0.005 -2.923 1.904
S 0.021 -2.678 0.194
H -0.001 -1.432 4.961
H 0.030 -3.786 5.705
H 0.024 -5.605 4.025